Entry 1:
Molecular formula: C40H35N2O8S3
Method: DFT, the ωB97M-V functional and the def2-TZVPD basis

```
88
C40H35N2O8S3 | the Open Molecules 2025 dataset | the ωB97M-V functional and the def2-TZVPD basis
C -5.01 1.06 2.82
C -5.51 2.25 1.75
C -4.61 2.23 0.38
O -4.33 0.86 -0.14
C -2.88 0.79 -0.41
O -1.96 0.58 0.57
C -2.34 0.92 -1.96
S -1.34 -0.57 -2.50
C -2.46 -2.09 -2.71
C -3.17 -1.88 -4.20
C -4.18 -3.15 -4.54
N -5.34 -3.04 -5.27
C -3.48 -2.45 -1.44
S -3.35 -4.31 -1.02
C -1.64 -4.34 -1.82
N -1.41 -3.22 -2.60
O -6.96 2.25 1.57
C -7.39 1.75 0.27
O -7.60 2.68 -0.71
C -7.72 0.20 -0.14
S -7.14 -1.09 1.08
H -3.97 1.47 3.25
H -5.72 0.97 3.76
H -4.78 0.04 2.29
H -5.24 3.27 2.31
H -3.54 2.66 0.68
H -5.00 2.97 -0.46
H -3.25 1.11 -2.69
H -1.61 1.86 -2.00
H -3.79 -0.87 -4.15
H -2.33 -1.73 -5.02
H -3.91 -4.21 -4.08
H -5.78 -4.00 -5.30
H -4.57 -2.01 -1.56
H -3.09 -1.99 -0.41
H -0.91 -5.24 -1.65
H -0.51 -3.07 -3.12
H -8.91 0.11 -0.19
H -7.36 -0.03 -1.26
H -7.80 -2.31 0.81
C 1.44 1.47 -2.68
C 0.89 1.30 -1.41
C 1.33 2.09 -0.35
C 2.34 3.04 -0.55
C 2.91 3.19 -1.82
C 2.45 2.41 -2.89
C 4.01 4.15 -2.03
O 4.51 4.29 -3.14
C 4.51 4.94 -0.89
C 5.59 5.82 -1.07
C 6.05 6.58 0.01
C 5.44 6.48 1.25
C 4.37 5.61 1.44
C 3.91 4.83 0.36
C 2.79 3.88 0.58
O 2.26 3.79 1.67
H 1.09 0.86 -3.51
H 0.11 0.56 -1.25
H 0.89 1.96 0.64
H 2.88 2.53 -3.88
H 6.07 5.91 -2.04
H 6.90 7.26 -0.13
H 5.80 7.08 2.09
H 3.89 5.53 2.41
C 3.93 -6.81 2.85
C 2.65 -6.68 2.30
C 2.17 -5.43 1.93
C 2.96 -4.29 2.12
C 4.23 -4.41 2.69
C 4.72 -5.67 3.05
C 5.05 -3.21 2.94
O 6.16 -3.31 3.44
C 4.51 -1.88 2.60
C 5.25 -0.73 2.88
C 4.75 0.53 2.54
C 3.51 0.64 1.91
C 2.77 -0.50 1.63
C 3.26 -1.76 1.98
C 2.45 -2.97 1.72
O 1.35 -2.87 1.17
H 4.31 -7.79 3.13
H 2.03 -7.57 2.16
H 1.17 -5.34 1.50
H 5.71 -5.77 3.48
H 6.22 -0.81 3.37
H 5.33 1.42 2.77
H 3.13 1.62 1.64
H 1.80 -0.40 1.15
```

Values from the calculation:
HOMO energy: -0.4176 Eh
total energy: -93898.35196 eV
charge: +1


Entry 2:
Molecular formula: C38H54BBrN4O2P2PdS
Method: DFT, the ωB97M-V functional and the def2-TZVPD basis

```
104
C38H54BBrN4O2P2PdS | the Open Molecules 2025 dataset | the ωB97M-V functional and the def2-TZVPD basis
Pd -0.28 -0.01 0.08
C 1.83 2.65 -0.87
C 0.46 3.34 -0.96
C 0.63 4.79 -0.48
C 0.00 3.36 -2.42
P -0.66 2.29 0.11
C -0.13 2.77 1.84
N -0.34 1.56 2.62
B -0.51 0.28 1.96
N -0.96 -0.63 2.96
C -1.25 -2.01 2.63
P -0.90 -2.15 0.78
C -2.55 -2.66 0.05
C -3.19 -3.89 0.70
C -2.39 -2.90 -1.46
C -3.49 -1.46 0.23
C 0.36 -3.53 0.72
C -0.08 -4.84 1.39
C 1.57 -2.98 1.50
C 0.78 -3.83 -0.72
C -1.17 0.07 4.14
C -1.64 -0.35 5.37
C -1.76 0.60 6.39
C -1.41 1.92 6.18
C -0.91 2.35 4.95
C -0.79 1.42 3.93
C -2.45 2.81 0.05
C -3.17 2.12 1.21
C -2.69 4.32 0.19
C -3.04 2.32 -1.28
H 2.49 3.08 -1.64
H 1.78 1.58 -1.06
H 2.31 2.81 0.10
H 1.49 5.23 -1.00
H 0.83 4.87 0.59
H -0.23 5.41 -0.72
H 0.81 3.78 -3.03
H -0.87 4.00 -2.56
H -0.24 2.37 -2.80
H -0.69 3.61 2.26
H 0.92 3.06 1.82
H -2.28 -2.29 2.87
H -0.59 -2.69 3.17
H -2.63 -4.80 0.51
H -4.18 -4.02 0.26
H -3.33 -3.78 1.77
H -1.88 -3.83 -1.67
H -1.86 -2.08 -1.94
H -3.39 -2.96 -1.90
H -3.65 -1.22 1.29
H -4.46 -1.70 -0.21
H -3.09 -0.58 -0.27
H -0.54 -4.70 2.37
H 0.80 -5.47 1.54
H -0.77 -5.41 0.77
H 1.41 -3.03 2.58
H 1.79 -1.95 1.23
H 2.44 -3.59 1.26
H 0.04 -4.44 -1.24
H 1.71 -4.40 -0.70
H 0.94 -2.92 -1.30
H -1.92 -1.38 5.53
H -2.14 0.29 7.35
H -1.51 2.64 6.99
H -0.62 3.38 4.80
H -2.82 2.47 2.18
H -3.06 1.03 1.18
H -4.24 2.35 1.13
H -2.39 4.70 1.16
H -3.77 4.48 0.11
H -2.21 4.90 -0.59
H -2.72 1.31 -1.53
H -2.77 2.97 -2.11
H -4.13 2.33 -1.21
N 2.93 1.39 2.44
C 3.66 0.62 1.58
N 3.15 -0.06 0.61
C 4.15 -0.75 -0.07
C 3.94 -1.55 -1.18
C 5.02 -2.19 -1.76
C 6.31 -2.03 -1.24
C 6.54 -1.21 -0.15
C 5.45 -0.58 0.43
S 5.40 0.53 1.77
H 1.95 1.14 2.49
H 3.33 1.54 3.35
H 2.94 -1.62 -1.60
H 4.87 -2.81 -2.63
H 7.14 -2.54 -1.71
H 7.54 -1.07 0.24
Br 3.01 0.58 -3.82
C 1.48 0.13 -4.85
C 1.63 0.18 -6.23
C 0.56 -0.09 -7.06
C -0.68 -0.39 -6.51
C -0.83 -0.42 -5.13
C 0.25 -0.19 -4.27
C -0.03 -0.29 -2.79
O -1.15 0.13 -2.40
O 0.83 -0.79 -2.03
H 2.59 0.45 -6.64
H 0.69 -0.05 -8.13
H -1.53 -0.60 -7.15
H -1.79 -0.63 -4.68
```

Values from the calculation:
HOMO energy: -0.2890 Eh
total energy: -153955.92867 eV
charge: 0


Computed values of frontier orbital gap (unit: eV) for the preceding records, in sequence: 6.35, 8.32.